This record from the Open Molecules 2025 dataset describes a structure of composition C18H35LuN2S. The level of theory is ωB97M-V with the def2-TZVPD basis set.

- HOMO-LUMO gap (alpha / beta) (hartree) = 0.2253 / 0.1963
- charge = +2
- multiplicity = 1
- lowest unoccupied orbital energy (alpha / beta) (eV) = -8.76 / -9.55
- HOMO (alpha / beta) (eV) = -14.89 / -14.89
- ΔE to the lowest compared entry with this formula, charge and spin (kcal/mol) = 127.83

Structure (XYZ):
```
57
Properties=species:S:1:pos:R:3:lowdin_charge:R:1
C 1.907 -0.971 -2.482 -0.148
H 1.930 -1.998 -2.059 0.119
H 1.439 -0.910 -3.422 0.068
H -0.793 -1.699 -0.703 -0.049
C 2.820 0.044 -1.961 -0.346
H 2.337 1.045 -2.039 0.106
H 3.032 -0.157 -0.857 0.105
C 4.150 -0.007 -2.812 -0.017
H 4.836 0.764 -2.363 0.115
H 4.533 -1.026 -2.748 0.092
H 3.870 0.238 -3.856 0.097
C -1.417 1.290 -0.538 -0.271
C -0.538 2.112 -1.286 -0.230
C -0.440 1.576 -2.592 -0.225
C -1.251 0.419 -2.658 -0.305
C -1.871 0.245 -1.390 -0.287
C -2.801 -0.872 -0.967 -0.061
C -1.450 -0.468 -3.855 0.001
C 0.295 2.190 -3.752 0.024
C -0.069 3.461 -0.833 0.009
C -1.958 1.563 0.834 0.007
Lu 0.411 -0.396 -1.033 1.363
H -1.920 -1.405 -3.551 0.086
H -2.108 0.016 -4.587 0.113
H -0.512 -0.715 -4.360 0.077
H -2.732 -1.727 -1.636 0.079
H -2.589 -1.207 0.053 0.055
H -3.840 -0.539 -0.983 0.113
H -1.328 2.271 1.379 0.075
H -2.976 1.980 0.800 0.120
H -2.018 0.634 1.413 0.083
H 0.800 3.796 -1.399 0.083
H -0.847 4.230 -0.958 0.122
H 0.187 3.441 0.230 0.085
H 0.980 1.475 -4.227 0.094
H -0.405 2.525 -4.528 0.122
H 0.880 3.057 -3.435 0.088
C -0.802 -3.012 1.852 -0.093
N -0.472 -2.148 2.983 -0.202
C -0.327 -2.876 4.242 -0.041
C 0.404 -1.102 2.794 -0.677
S 1.494 -1.092 1.439 0.626
N 0.416 -0.121 3.709 -0.167
C -0.517 -0.099 4.825 -0.023
C 1.141 1.114 3.443 -0.061
H -1.456 -3.803 2.232 0.103
H 0.101 -3.458 1.412 0.079
H -1.348 -2.471 1.065 0.027
H 0.651 -2.683 4.694 0.110
H -1.122 -2.609 4.943 0.092
H -0.417 -3.940 4.026 0.101
H -0.147 -0.701 5.665 0.106
H -0.616 0.928 5.167 0.100
H -1.499 -0.487 4.538 0.103
H 2.165 0.880 3.137 0.072
H 0.660 1.692 2.638 0.079
H 1.149 1.713 4.355 0.102
```


This record from the Open Molecules 2025 dataset describes a cluster of 10 separate species, C30H72O22P4 in total. The level of theory is ωB97M-V with the def2-TZVPD basis set.

- HOMO-LUMO gap (hartree) = 0.3488
- SMILES = COP(=O)(OC)OC.COP(=O)(OC)OC.COP(=O)(OC)OC.COP(=O)(OC)OC.CC(C)=O.CC(C)=O.CC(C)=O.CC(C)=O.CC(C)=O.CC(C)=O
- charge = 0
- multiplicity = 1
- lowest unoccupied orbital energy (eV) = 0.36
- HOMO (eV) = -9.13
- ΔE to the lowest compared entry with this formula, charge and spin (kcal/mol) = 467.67

Structure (XYZ):
```
128
Properties=species:S:1:pos:R:3:lowdin_charge:R:1
C 0.689 2.939 0.398 -0.130
O 0.582 1.552 0.424 -0.242
P 0.604 0.823 1.870 0.533
O -0.756 0.485 2.334 -0.242
O 1.468 -0.568 1.646 -0.236
C 1.019 -1.697 0.893 -0.088
O 1.420 1.692 2.993 -0.193
C 2.634 1.352 3.629 -0.092
H 1.568 3.249 0.973 0.090
H -0.106 3.590 0.875 0.090
H 0.908 3.074 -0.659 0.083
H 1.981 -1.971 0.620 0.067
H 0.185 -1.532 0.128 0.118
H 0.788 -2.531 1.443 0.018
H 2.810 0.295 3.828 0.074
H 2.735 1.795 4.535 0.066
H 3.408 1.305 2.935 0.060
C 0.465 0.745 -7.140 -0.117
O -0.447 0.319 -6.184 -0.160
P -0.397 1.047 -4.831 0.451
O 0.601 2.099 -4.714 -0.221
O -1.905 1.715 -4.758 -0.245
C -2.507 2.340 -5.896 -0.086
O -0.515 0.127 -3.458 -0.207
C -1.002 0.657 -2.304 -0.181
H 0.001 0.195 -7.926 0.094
H 1.315 0.217 -7.204 0.060
H 0.580 1.694 -7.604 0.105
H -3.291 2.828 -5.576 0.029
H -2.665 1.549 -6.753 0.136
H -1.841 3.064 -6.282 0.067
H -0.711 1.681 -2.019 0.079
H -0.937 -0.124 -1.478 0.102
H -2.118 0.873 -2.359 0.094
C -2.534 0.728 4.873 -0.134
O -3.478 1.475 4.245 -0.129
P -3.149 2.543 3.156 0.544
O -4.173 3.675 3.346 -0.308
O -1.613 3.174 3.040 -0.253
C -1.050 4.201 3.779 -0.139
O -3.566 1.945 1.672 -0.267
C -3.036 2.563 0.499 -0.066
H -2.367 -0.155 4.425 0.035
H -2.817 0.460 5.761 0.044
H -1.534 1.165 5.020 0.114
H -0.489 4.009 4.592 0.034
H -1.930 4.875 4.301 0.145
H -0.518 4.883 3.126 0.064
H -3.726 1.991 -0.307 0.145
H -1.969 2.266 0.573 0.075
H -3.206 3.484 0.570 -0.008
C 0.120 -5.287 -0.942 -0.105
O 1.080 -5.289 -1.918 -0.167
P 1.310 -6.490 -2.984 0.464
O 1.985 -7.605 -2.249 -0.270
O 0.009 -6.909 -3.661 -0.197
C -0.234 -8.378 -3.752 -0.015
O 2.379 -5.935 -4.212 -0.248
C 2.896 -6.959 -5.105 -0.139
H -0.864 -5.340 -1.310 0.095
H 0.181 -4.643 -0.234 0.027
H 0.191 -6.146 -0.486 0.046
H -0.953 -8.458 -4.417 0.029
H -0.689 -8.806 -2.709 0.155
H 0.645 -8.883 -3.865 0.044
H 2.071 -7.148 -5.761 0.065
H 3.668 -7.737 -4.813 0.114
H 3.501 -6.553 -5.979 0.091
C 3.135 0.464 -1.613 -0.037
C 4.363 0.614 -0.764 -0.404
C 5.772 0.072 -1.237 0.009
O 4.165 0.964 0.426 0.005
H 2.482 -0.480 -1.293 0.124
H 3.589 0.622 -2.722 0.127
H 2.306 1.239 -1.540 0.072
H 6.296 -0.250 -0.421 0.048
H 6.499 0.798 -1.519 0.076
H 5.725 -0.549 -2.033 0.036
C -2.774 7.650 -0.081 -0.016
C -1.904 7.047 0.968 -0.385
C -1.780 7.664 2.339 0.037
O -1.282 5.966 0.781 0.014
H -2.140 8.279 -0.758 0.108
H -3.609 8.327 0.191 0.091
H -3.247 6.847 -0.652 0.079
H -2.494 7.866 2.784 -0.040
H -1.223 8.427 2.401 0.027
H -1.221 6.970 3.068 0.123
C 3.486 -4.809 4.889 0.002
C 3.672 -5.437 3.409 -0.347
C 2.677 -5.028 2.388 0.006
O 4.773 -5.981 3.088 0.034
H 3.229 -3.749 4.927 0.047
H 4.437 -4.911 5.289 0.040
H 2.706 -5.190 5.547 0.075
H 1.671 -5.137 2.775 0.103
H 2.853 -5.519 1.634 -0.001
H 2.821 -4.055 2.297 0.045
C -3.649 -3.806 1.204 0.002
C -3.209 -2.563 0.513 -0.526
C -3.661 -1.228 1.032 -0.023
O -2.272 -2.592 -0.233 0.048
H -3.497 -4.528 0.527 0.041
H -4.630 -3.612 1.534 0.075
H -2.947 -4.236 1.884 0.087
H -3.656 -0.298 0.206 0.132
H -2.812 -1.000 1.785 0.093
H -4.682 -1.208 1.536 0.095
C 0.788 5.501 -3.020 0.000
C -0.493 6.173 -3.702 -0.396
C -1.766 5.316 -3.673 -0.026
O -0.469 7.311 -4.155 0.044
H 0.833 5.542 -1.966 0.058
H 1.737 5.788 -3.102 0.018
H 0.939 4.523 -3.462 0.063
H -1.787 4.500 -2.868 0.100
H -1.863 4.782 -4.568 0.023
H -2.769 5.906 -3.593 0.114
C 1.059 -1.446 5.652 -0.024
C -0.240 -2.115 5.360 -0.468
C -0.437 -2.676 3.965 -0.013
O -1.219 -2.060 6.117 0.051
H 1.172 -0.348 5.615 0.074
H 1.939 -1.843 4.827 0.126
H 1.532 -1.780 6.603 0.086
H -1.057 -3.500 4.098 0.059
H 0.328 -2.990 3.295 0.030
H -0.903 -1.827 3.363 0.099
```


This record from the Open Molecules 2025 dataset describes a structure of composition C6H28BClCuN12O6. The level of theory is ωB97M-V with the def2-TZVPD basis set.

- HOMO-LUMO gap (alpha / beta) (hartree) = 0.2532 / 0.1329
- charge = 0
- multiplicity = 2
- lowest unoccupied orbital energy (alpha / beta) (eV) = -2.73 / -5.99
- HOMO (alpha / beta) (eV) = -9.62 / -9.61

Structure (XYZ):
```
55
Properties=species:S:1:pos:R:3:lowdin_charge:R:1
Cu -1.978 -3.686 0.979 0.578
B 0.077 -4.639 0.509 -0.342
H 0.749 -4.113 1.266 -0.037
H -0.806 -5.111 1.073 -0.041
H -0.170 -3.924 -0.376 -0.011
H 0.653 -5.542 0.092 0.033
Cl -1.230 -1.463 0.106 0.259
C -1.886 0.537 -3.429 -0.696
O -1.826 1.013 -4.565 0.011
N -2.686 1.030 -2.465 0.173
N -1.145 -0.552 -3.107 0.134
H -2.693 0.536 -1.592 0.037
H -3.285 1.815 -2.641 0.120
H -1.200 -1.002 -2.206 -0.030
H -0.659 -0.949 -3.891 0.105
C 2.734 0.123 -3.545 -0.678
O 3.699 0.011 -4.288 0.026
N 2.122 1.306 -3.272 0.150
N 2.116 -0.949 -2.955 0.150
H 2.343 2.075 -3.877 0.116
H 1.307 1.135 -2.711 0.055
H 1.280 -0.889 -2.403 0.047
H 2.361 -1.871 -3.270 0.104
C 3.102 -1.505 1.464 -0.671
O 3.237 -0.284 1.285 -0.005
N 3.832 -2.167 2.376 0.164
N 2.246 -2.274 0.749 0.162
H 4.662 -1.667 2.650 0.115
H 3.673 -3.147 2.505 0.100
H 2.296 -3.267 0.823 0.057
H 1.545 -1.788 0.224 0.042
C -4.173 2.109 1.180 -0.683
O -4.486 3.266 0.879 0.013
N -4.876 1.525 2.199 0.139
N -3.248 1.350 0.594 0.154
H -5.610 2.126 2.531 0.101
H -4.943 0.534 2.343 0.087
H -2.592 1.824 -0.014 0.074
H -2.865 0.510 0.991 0.036
C -0.133 0.614 3.773 -0.676
O -0.419 -0.355 4.476 -0.008
N 0.182 1.792 4.373 0.148
N -0.292 0.705 2.427 0.151
H 0.469 2.601 3.847 0.096
H 0.341 1.875 5.358 0.101
H -0.240 1.597 1.929 0.055
H -0.458 -0.114 1.882 -0.032
C 0.689 2.484 -0.314 -0.643
O -0.306 2.680 0.411 -0.018
N 1.157 3.448 -1.149 0.174
N 1.332 1.299 -0.418 0.162
H 1.936 3.216 -1.740 0.081
H 0.879 4.334 -0.749 0.118
H 0.854 0.620 0.149 0.039
H 2.332 1.163 -0.468 0.104
```


This record from the Open Molecules 2025 dataset describes a structure of composition C32H22F15GeIrN4OS6Se. The level of theory is ωB97M-V with the def2-TZVPD basis set.

- HOMO-LUMO gap (alpha / beta) (hartree) = 0.2320 / 0.1606
- charge = +1
- multiplicity = 2
- lowest unoccupied orbital energy (alpha / beta) (eV) = -3.08 / -5.02
- HOMO (alpha / beta) (eV) = -9.39 / -9.39
- ΔE to the lowest compared entry with this formula, charge and spin (kcal/mol) = 11.89

Structure (XYZ):
```
83
Properties=species:S:1:pos:R:3:lowdin_charge:R:1
Ir 1.736 0.732 0.773 0.538
C 3.161 -1.783 1.444 -0.175
C 4.037 -0.790 2.184 -0.148
N 3.763 0.584 1.712 -0.200
C 3.976 1.629 2.719 -0.251
C 2.930 1.558 3.819 -0.383
S 1.282 1.047 3.244 0.813
C 1.164 -0.701 3.735 -0.378
C 0.900 -1.590 2.542 -0.232
N 1.767 -1.312 1.384 -0.219
H 3.221 -2.765 1.923 0.142
H 3.512 -1.881 0.419 0.091
H 5.083 -1.056 2.021 0.144
H 3.860 -0.830 3.257 0.108
H 4.362 0.779 0.914 0.088
H 3.892 2.586 2.208 0.091
H 4.974 1.566 3.163 0.139
H 2.792 2.554 4.237 0.092
H 3.198 0.894 4.640 0.087
H 0.310 -0.769 4.407 0.097
H 2.052 -0.976 4.301 0.081
H -0.124 -1.429 2.203 0.105
H 1.001 -2.636 2.848 0.141
H 1.314 -1.750 0.582 0.043
O 6.173 4.337 -2.777 0.012
C 5.298 3.726 -2.258 -0.957
S 5.061 1.963 -2.475 1.026
C 3.710 1.823 -1.395 -1.097
C 3.262 2.984 -0.777 -1.115
S 1.950 3.024 0.280 0.637
S 4.084 4.464 -1.170 1.019
S 2.968 0.313 -1.204 0.709
C -1.243 5.456 2.142 -0.036
N -2.490 4.840 1.732 -0.128
C -3.623 5.508 1.304 -0.039
C -4.559 4.575 1.047 -0.038
N -3.990 3.345 1.319 -0.125
C -4.636 2.052 1.180 -0.034
C -2.716 3.507 1.744 -0.712
Se -1.550 2.174 2.236 0.575
H -1.402 6.525 2.250 0.094
H -0.466 5.271 1.401 0.080
H -0.927 5.028 3.091 0.076
H -3.666 6.579 1.225 0.124
H -5.568 4.677 0.693 0.125
H -5.693 2.210 0.980 0.099
H -4.514 1.482 2.099 0.081
H -4.180 1.492 0.363 0.084
F -1.685 -3.307 -3.558 0.101
C -0.961 -2.348 -4.161 -0.225
C -0.443 -1.315 -3.397 -0.130
C 0.264 -0.335 -4.073 -0.221
F 0.793 0.707 -3.424 0.050
C 0.457 -0.385 -5.443 -0.135
F 1.143 0.570 -6.065 0.135
C -0.069 -1.438 -6.171 -0.124
F 0.112 -1.494 -7.481 0.154
C -0.788 -2.433 -5.527 -0.135
F -1.300 -3.441 -6.224 0.142
Ge -0.797 -1.348 -1.465 0.742
S -0.325 0.470 -0.345 0.210
C -2.725 -1.310 -1.130 -0.164
C -3.695 -0.972 -2.053 -0.204
F -3.362 -0.684 -3.316 0.112
C -5.037 -0.895 -1.713 -0.137
F -5.951 -0.562 -2.618 0.140
C -5.420 -1.149 -0.408 -0.138
F -6.698 -1.060 -0.064 0.147
C -4.471 -1.479 0.546 -0.150
F -4.842 -1.695 1.806 0.135
C -3.147 -1.553 0.167 -0.249
F -2.242 -1.888 1.106 0.066
C -0.127 -3.160 -0.977 -0.116
C 1.232 -3.408 -1.040 -0.245
F 2.072 -2.383 -1.287 -0.001
C 1.800 -4.655 -0.869 -0.138
F 3.121 -4.817 -0.907 0.133
C 0.965 -5.738 -0.654 -0.125
F 1.475 -6.948 -0.500 0.159
C -0.405 -5.545 -0.601 -0.129
F -1.204 -6.583 -0.396 0.151
C -0.929 -4.272 -0.760 -0.213
F -2.255 -4.161 -0.707 0.123
```


no.,maximum force (eV Å⁻¹)
1,3.7
2,15.1
3,2.9
4,2.5